Entry 1:
ORCA calculation (wB97M-V/def2-TZVPD) on C28H22GeNO6Pd as an isolated structure.

CARTESIAN COORDINATES (ANGSTROEM)
Pd 0.306 -1.032 0.252
O 1.296 -2.186 -3.432
C 0.816 -1.778 -2.392
O 1.427 -1.153 -1.437
C -0.687 -1.959 -2.153
C -1.625 -2.463 -3.032
C -2.948 -2.539 -2.610
C -3.315 -2.134 -1.332
C -2.329 -1.639 -0.497
N -1.086 -1.557 -0.949
C -2.475 -1.152 0.944
O -3.553 -1.266 1.494
O -1.394 -0.626 1.415
H -1.303 -2.788 -4.012
H -3.701 -2.933 -3.282
H -4.329 -2.199 -0.963
O 1.828 0.159 3.568
C 1.685 0.301 2.358
O 1.856 -0.662 1.503
C 1.351 1.695 1.826
C -0.024 2.183 2.283
Ge -0.588 1.969 4.153
C 0.572 3.089 5.286
C 0.095 4.207 5.968
C 0.933 4.970 6.775
C 2.268 4.621 6.913
C 2.757 3.505 6.247
C 1.918 2.744 5.443
C -2.363 2.840 4.110
C -3.524 2.124 4.395
C -4.778 2.715 4.291
C -4.893 4.041 3.900
C -3.749 4.770 3.604
C -2.501 4.169 3.704
C -0.892 0.311 5.142
C -0.845 -0.979 4.623
C -1.122 -2.074 5.430
C -1.445 -1.898 6.768
C -1.494 -0.617 7.300
C -1.220 0.475 6.488
H 1.410 1.693 0.736
H 2.121 2.372 2.204
H -0.821 1.778 1.658
H -0.070 3.273 2.173
H -0.948 4.489 5.879
H 0.540 5.834 7.297
H 2.923 5.212 7.541
H 3.797 3.221 6.357
H 2.299 1.865 4.936
H -3.454 1.082 4.687
H -5.666 2.134 4.509
H -5.869 4.504 3.819
H -3.829 5.804 3.289
H -1.619 4.754 3.462
H -0.591 -1.135 3.584
H -1.083 -3.071 5.009
H -1.659 -2.756 7.395
H -1.743 -0.468 8.344
H -1.258 1.473 6.915

Output
**LUMO level**: 0.079 Eh
**Kohn-Sham gap**: 8.6 eV
**Largest force on an atom**: 0.01758 hartree/bohr
**Net charge**: -1

Atom charges from the natural (NBO) analysis, given in e for atoms 1 to 2: 1.026, -0.632

---

Entry 2:
ORCA calculation (wB97M-V/def2-TZVPD) on a 4-piece molecular cluster, C28H22N3O8PS overall in a non-equilibrium geometry.

CARTESIAN COORDINATES (ANGSTROEM)
O -0.167 1.727 0.531
C -0.269 1.731 -0.675
C -1.592 1.793 -1.364
C -1.756 1.197 -2.550
P -3.335 1.321 -3.438
S -4.020 -0.259 -4.317
C -0.582 0.456 -3.142
O -0.685 -0.573 -3.759
C 0.738 1.089 -2.840
C 1.788 1.065 -3.745
C 2.993 1.665 -3.402
C 3.158 2.250 -2.150
C 2.113 2.267 -1.237
C 0.898 1.702 -1.597
H -2.397 2.354 -0.902
H -3.055 2.336 -4.367
H -4.178 1.882 -2.466
H 1.664 0.603 -4.715
H 3.798 1.668 -4.124
H 4.105 2.706 -1.896
H 2.239 2.715 -0.261
C -5.989 -0.173 -10.028
C -6.785 0.942 -10.260
C -6.873 1.943 -9.306
C -6.152 1.805 -8.134
C -5.358 0.702 -7.879
C -5.281 -0.294 -8.839
N -6.224 2.872 -7.122
O -6.947 3.821 -7.343
O -5.550 2.730 -6.122
H -5.920 -0.951 -10.777
H -7.337 1.033 -11.185
H -7.489 2.814 -9.473
H -4.813 0.618 -6.948
H -4.665 -1.164 -8.658
C 1.262 -0.277 3.680
C 1.489 -1.220 4.675
C 0.432 -1.978 5.156
C -0.829 -1.776 4.628
C -1.073 -0.838 3.641
C -0.014 -0.081 3.164
N -1.950 -2.592 5.125
O -1.719 -3.396 6.006
O -3.044 -2.416 4.624
H 2.089 0.311 3.301
H 2.485 -1.369 5.076
H 0.595 -2.715 5.929
H -2.070 -0.700 3.250
H -0.182 0.656 2.390
C 7.586 -2.173 9.396
C 7.562 -1.195 8.410
C 6.536 -1.170 7.481
C 5.546 -2.132 7.562
C 5.552 -3.118 8.531
C 6.585 -3.134 9.454
N 4.441 -2.101 6.590
O 4.467 -1.236 5.733
O 3.569 -2.936 6.699
H 8.388 -2.186 10.123
H 8.343 -0.449 8.366
H 6.506 -0.416 6.710
H 4.767 -3.858 8.568
H 6.607 -3.896 10.221

Output
**LUMO level**: -0.053 Eh
**Kohn-Sham gap**: 7.4 eV
**Largest force on an atom**: 0.02181 hartree/bohr

Atom charges from the natural (NBO) analysis, given in e for atoms 1 to 2: -0.507, 0.532

---

Entry 3:
ORCA calculation (wB97M-V/def2-TZVPD) on C28H22N7Pd as an isolated structure.

CARTESIAN COORDINATES (ANGSTROEM)
Pd -0.530 -0.410 0.450
C 2.921 3.446 -1.749
C 1.614 3.857 -1.521
C 0.806 3.149 -0.647
C 1.299 2.025 0.010
C 2.611 1.624 -0.210
C 3.418 2.332 -1.088
N 0.463 1.279 0.883
C -0.027 1.845 1.998
C 0.407 3.087 2.542
C -0.126 3.535 3.715
C -1.125 2.823 4.431
C -1.577 1.640 3.941
C -1.039 1.154 2.727
N -1.440 -0.003 2.138
N -2.366 -0.749 2.559
C -2.547 -1.883 1.769
C -3.473 -2.836 2.154
C -3.651 -3.950 1.349
C -2.907 -4.078 0.187
C -1.999 -3.085 -0.135
N -1.816 -2.015 0.635
H 3.553 3.998 -2.431
H 1.224 4.732 -2.025
H -0.213 3.464 -0.459
H 2.995 0.756 0.309
H 4.439 2.016 -1.252
H 1.174 3.648 2.029
H 0.232 4.472 4.123
H -1.511 3.230 5.354
H -2.337 1.054 4.440
H -4.032 -2.687 3.066
H -4.370 -4.709 1.627
H -3.027 -4.927 -0.470
H -1.401 -3.125 -1.034
C 2.252 -4.727 0.067
C 2.542 -3.595 0.819
C 2.151 -2.346 0.366
C 1.429 -2.249 -0.819
C 1.151 -3.374 -1.588
C 1.572 -4.615 -1.139
N 1.040 -0.940 -1.239
N -0.064 -0.904 -1.840
C -0.385 0.374 -2.414
C 0.268 0.804 -3.556
C -0.200 1.965 -4.144
C -1.277 2.626 -3.573
C -1.830 2.117 -2.411
N -1.391 0.999 -1.829
H 2.578 -5.699 0.412
H 3.085 -3.685 1.749
H 2.377 -1.448 0.929
H 0.637 -3.263 -2.534
H 1.380 -5.497 -1.736
H 1.098 0.245 -3.966
H 0.268 2.350 -5.040
H -1.677 3.527 -4.017
H -2.648 2.623 -1.913

Output
**LUMO level (spin up / spin down)**: -0.162 / -0.162 Eh
**Kohn-Sham gap (spin up / spin down)**: 5.9 / 5.9 eV
**Largest force on an atom**: 0.00887 hartree/bohr
**Net charge**: +1

Atom charges from the natural (NBO) analysis, given in e for atoms 1 to 2: 0.890, -0.207

---

Entry 4:
ORCA calculation (wB97M-V/def2-TZVPD) on C28H23IrN2O5PS3 as an isolated structure in a non-equilibrium geometry.

CARTESIAN COORDINATES (ANGSTROEM)
Ir -0.911 -1.917 -0.551
O 3.452 -2.216 2.950
C 4.115 -2.090 1.800
C 5.524 -1.923 1.863
C 6.200 -1.952 0.609
C 5.586 -1.748 -0.582
C 4.156 -1.723 -0.609
C 3.384 -1.928 0.523
C 1.939 -1.985 0.349
O 1.394 -1.766 -0.757
N 1.200 -2.316 1.411
N -0.115 -2.251 1.112
C -1.158 -2.663 1.935
S -1.266 -2.483 3.612
C -3.042 -2.187 3.596
C -3.452 -1.566 2.211
S -2.602 -2.626 0.942
H 2.496 -2.194 2.618
H 6.048 -2.029 2.815
H 7.280 -2.215 0.539
H 6.194 -1.666 -1.524
H 3.565 -1.593 -1.522
H -3.309 -1.520 4.374
H -3.556 -3.188 3.894
H -3.164 -0.506 2.089
H -4.499 -1.675 1.876
O -2.944 -0.717 -4.083
S -3.082 -1.171 -2.736
O -4.149 -2.115 -2.393
O -1.678 -1.760 -2.318
C -3.266 0.273 -1.603
C -4.614 0.515 -1.580
C -5.057 1.592 -0.688
C -4.160 2.490 -0.130
C -2.787 2.237 -0.291
C -2.369 1.040 -0.888
P -0.646 0.496 -0.640
C 0.055 1.456 0.663
C 0.638 2.744 0.396
C 0.664 3.684 1.438
C 0.339 3.354 2.765
C -0.034 1.996 3.039
C -0.178 1.080 2.020
C 0.402 0.951 -2.095
C 1.827 1.002 -1.959
C 2.616 1.106 -3.085
C 2.049 1.388 -4.333
C 0.660 1.544 -4.387
C -0.188 1.258 -3.286
H -5.321 -0.039 -2.162
H -6.146 1.663 -0.485
H -4.469 3.316 0.452
H -2.057 2.916 0.085
H 0.652 3.019 -0.659
H 0.976 4.636 1.110
H 0.246 4.098 3.560
H -0.359 1.734 4.091
H -0.507 0.080 2.348
H 2.201 0.974 -0.925
H 3.630 0.719 -2.932
H 2.674 1.327 -5.182
H 0.180 1.640 -5.330
H -1.255 1.402 -3.373

Output
**LUMO level (spin up / spin down)**: -0.114 / -0.252 Eh
**Multiplicity**: 5
**Kohn-Sham gap (spin up / spin down)**: 5.6 / 4.6 eV
**Largest force on an atom**: 0.08359 hartree/bohr
**Energy relative to the best compared isomer or geometry (same formula, charge and spin)**: 17.7 kcal per mole
**Net charge**: +1
**⟨S²⟩**: 6.044

Atom charges from the natural (NBO) analysis, given in e for atoms 1 to 2: 0.942, -0.528